Record 1
This record from OMol25 describes a cluster of 4 separate species, C18H26BF3O14 in total at a distorted geometry. The level of theory is ωB97M-V/def2-TZVPD.

As for the HOMO energy: -10.4 eV. For the largest force on an atom, the calculation gives 0.087 Eh/bohr. As for the SMILES: O=C1C=C(B(O)O)C(=O)C=C1C[C@@H](O)C(F)(F)F.COC(=O)OC.COC(=O)OC.COC(=O)OC.

```
62
Properties=species:S:1:pos:R:3:forces:R:3
O 0.764368 -1.031628 0.418520 1.105 3.505 -0.397
C 1.178918 0.125500 0.226172 -0.439 -0.804 0.205
C 2.390043 0.787488 1.051380 0.757 1.340 -2.453
C 3.299224 1.599763 0.314239 -2.089 -2.279 0.687
B 4.514597 2.337155 1.086493 1.435 1.213 0.510
O 4.614168 3.773760 1.009908 -1.308 -2.080 0.588
O 5.504185 1.671519 1.895100 -2.469 1.275 -0.526
C 3.010775 1.733459 -1.263421 0.515 0.544 -0.807
O 3.913964 1.766180 -2.121599 -2.726 0.022 3.570
C 1.454471 1.871845 -1.639095 -0.961 -1.658 1.740
C 0.548162 1.080386 -0.903704 1.186 1.135 -1.141
C -1.047091 1.124696 -1.112628 0.460 0.091 0.676
C -1.629742 1.711524 0.280314 0.768 -0.820 -0.837
O -1.040567 2.994427 0.539566 -1.088 -0.626 -0.195
C -3.219753 1.708302 0.356422 -1.096 0.562 1.227
F -3.850021 0.739782 -0.432246 1.333 2.087 1.468
F -3.761362 2.983817 0.046350 1.070 -2.796 0.284
F -3.617808 1.454525 1.704989 1.087 0.728 -2.935
H 2.458441 0.623472 2.169879 -0.002 -0.034 -1.607
H 3.719276 4.174869 0.933750 0.952 -0.303 -0.304
H 5.555150 2.163152 2.749161 0.429 -0.317 -1.054
H 1.085459 2.581891 -2.455472 0.886 -1.202 1.132
H -1.479047 0.079878 -1.306313 0.742 1.530 0.264
H -1.340597 1.839951 -1.964273 0.635 -1.154 1.164
H -1.249051 0.996355 1.089814 -0.810 1.170 -0.926
H -1.392379 3.675689 -0.072344 0.101 -0.729 0.398
C -5.987449 0.279737 2.515358 -0.061 0.258 -0.202
O -6.258242 -1.060407 2.926812 -0.306 -0.164 0.336
C -7.124930 -1.158665 3.945892 0.121 -0.084 -0.138
O -7.663435 -0.239002 4.509445 0.139 -0.285 -0.143
O -7.288031 -2.461054 4.228901 0.098 0.282 -0.135
C -8.191532 -2.716728 5.302289 -0.249 -0.152 0.298
H -5.281420 0.237785 1.692362 -0.280 -0.426 0.199
H -6.899904 0.766013 2.163001 0.027 -0.003 0.223
H -5.536036 0.849263 3.329969 -0.181 -0.034 -0.044
H -9.190961 -2.349071 5.060711 0.144 0.109 0.090
H -7.827801 -2.266144 6.227952 -0.116 0.094 -0.132
H -8.245108 -3.796678 5.441490 0.185 0.093 -0.222
C 5.849997 4.350955 -7.716543 0.130 0.345 -0.166
O 5.583807 3.011244 -7.307287 -0.181 -0.085 0.221
C 4.728915 2.910535 -6.276391 0.022 -0.319 0.043
O 4.198871 3.830452 -5.703778 0.142 -0.200 -0.206
O 4.568087 1.610033 -5.996054 0.098 0.377 -0.388
C 3.676119 1.351757 -4.909204 -0.044 0.041 0.375
H 6.549544 4.310522 -8.551764 -0.080 -0.268 0.114
H 4.934286 4.839717 -8.055569 0.063 0.002 0.188
H 6.312216 4.917218 -6.905337 -0.197 -0.014 -0.030
H 2.673477 1.721895 -5.138604 0.110 0.090 0.018
H 4.050409 1.798269 -3.983375 -0.241 -0.094 -0.814
H 3.621573 0.270981 -4.772897 0.188 0.073 -0.228
C 1.821072 -4.031340 0.669353 0.077 0.388 -0.214
O 1.550314 -5.370023 1.084872 -0.205 -0.212 0.300
C 0.696324 -5.463751 2.115053 0.109 -0.051 -0.138
O 0.169185 -4.541526 2.684801 0.145 -0.289 -0.135
O 0.531252 -6.765253 2.400927 0.103 0.272 -0.141
C -0.359588 -7.016334 3.485965 -0.252 -0.149 0.299
H 2.520574 -4.076485 -0.165875 -0.069 -0.286 0.116
H 0.907999 -3.541131 0.328478 0.096 -0.003 0.228
H 2.285197 -3.463347 1.477986 -0.221 -0.005 -0.032
H -1.360405 -6.644470 3.256934 0.146 0.110 0.088
H 0.017908 -6.566768 4.406608 -0.117 0.095 -0.130
H -0.416067 -8.095956 3.626554 0.183 0.091 -0.225
```
Forces are in eV/Å.

Mulliken atomic charge list, values in e, 2 entries: O -0.500; C 0.127

Record 2
This record from OMol25 describes an isolated molecule of C6H6N2 at a distorted geometry. The level of theory is ωB97M-V/def2-TZVPD.

As for the HOMO energy: -9.4 eV. For the largest force on an atom, the calculation gives 0.096 Eh/bohr. As for the SMILES: C/C(=C\C#N)[C@@H]1C=N1.

```
14
Properties=species:S:1:pos:R:3:forces:R:3
C -0.893938 0.056735 1.473387 -0.759 0.717 -4.827
C -0.054479 -0.063417 0.219633 1.237 0.885 -0.807
C 0.615946 -1.163717 -0.256272 -1.365 0.567 0.481
C 0.470929 -2.448264 0.398199 1.080 -2.605 0.966
N 0.538838 -3.543359 0.834888 -0.531 3.155 -1.132
C -0.061651 1.262939 -0.553304 0.441 0.260 -0.357
C 0.622401 1.419773 -1.859742 -0.626 0.129 0.356
N 1.360876 1.858938 -0.953440 -0.990 -0.401 -0.179
H -0.713697 0.785362 2.154277 1.598 2.670 1.631
H -0.919307 -0.789436 2.009245 -0.853 -3.418 1.560
H -1.814959 0.446303 0.992414 -0.394 -0.966 0.812
H 1.167359 -1.226419 -1.220075 -0.548 0.425 0.840
H -0.854264 2.046543 -0.278031 1.387 -1.335 -0.183
H 0.535946 1.358017 -2.961178 0.324 -0.085 0.838
```
Forces are in eV/Å.

Mulliken atomic charge list, values in e, 2 entries: C -1.423; C 0.800

Record 3
This record from OMol25 describes a cluster of 16 separate species, C41H105N9O16S7 in total at a distorted geometry. The level of theory is ωB97M-V/def2-TZVPD.

As for the HOMO energy: -7.9 eV. For the largest force on an atom, the calculation gives 0.062 Eh/bohr.

```
178
Properties=species:S:1:pos:R:3:forces:R:3
C 18.768848 2.104100 -12.241241 0.437 -0.763 -0.790
C 20.058071 1.875504 -11.484863 -0.212 0.366 1.235
O 20.436942 2.706796 -10.667371 0.147 -0.019 -0.022
N 20.737931 0.706976 -11.655769 -0.137 0.268 -0.980
C 20.466044 -0.164446 -12.789247 -0.987 -0.004 -0.415
H 18.242629 1.161606 -12.407107 -0.069 0.054 0.014
H 19.072048 2.472463 -13.226609 -0.264 0.096 -0.063
H 18.104604 2.808889 -11.755348 0.299 0.131 0.200
H 21.584432 0.576514 -11.101761 -0.184 0.151 -0.138
H 21.298978 -0.777287 -13.130916 0.084 -0.181 0.740
H 20.195600 0.346970 -13.718006 0.212 0.640 0.248
H 19.550000 -0.721048 -12.572247 0.322 -0.539 0.041
C 22.687676 -5.619696 -7.764489 -0.583 0.155 1.272
C 23.577205 -4.463353 -7.374241 0.882 -0.857 -1.382
O 24.371645 -4.048321 -8.225094 -0.213 0.282 0.224
N 23.618241 -3.981088 -6.125203 -0.015 -0.119 0.225
C 22.997017 -4.471767 -4.914428 -0.223 0.513 0.726
H 22.436435 -5.640783 -8.818099 0.190 0.333 0.043
H 21.772635 -5.578272 -7.169982 -0.149 -0.257 -0.239
H 23.213701 -6.544129 -7.514495 0.028 0.001 0.022
H 24.407446 -3.363677 -5.998256 -0.120 0.164 -0.026
H 23.764054 -4.593426 -4.147947 0.042 -0.387 -0.111
H 22.420861 -5.386515 -5.020619 0.274 -0.104 -0.309
H 22.319083 -3.733261 -4.476666 -0.103 0.082 -0.289
C 21.821402 -4.659464 -14.268055 -0.514 -0.636 0.819
C 22.197434 -3.469634 -13.462309 1.010 0.299 -0.972
O 22.492118 -2.408701 -14.018138 -0.014 -0.066 0.476
N 22.232524 -3.618112 -12.120395 -0.478 0.157 -0.531
C 21.913091 -4.844854 -11.408088 1.042 0.359 0.787
H 22.462421 -5.524158 -14.074285 0.099 0.040 0.048
H 21.807293 -4.481718 -15.335505 -0.149 0.274 0.069
H 20.845675 -4.912039 -13.833929 -0.141 -0.444 -0.801
H 22.481147 -2.756780 -11.651370 -0.097 -0.239 0.487
H 22.835518 -5.409082 -11.224315 0.069 -0.256 -0.301
H 21.206138 -5.488572 -11.924455 -0.166 0.265 -0.019
H 21.565236 -4.612662 -10.400137 -0.460 0.167 -0.327
C 25.357413 -6.723634 -10.108998 -1.388 -0.267 0.143
C 26.716231 -6.813000 -9.485952 0.353 -0.252 -0.605
O 27.679216 -6.442496 -10.143753 -0.108 -0.003 1.050
N 26.889146 -7.380966 -8.265618 0.170 -0.253 0.098
C 25.938824 -7.981842 -7.388450 -1.349 1.302 1.833
H 24.877280 -5.746613 -10.002246 0.560 0.126 0.166
H 24.578051 -7.395701 -9.737763 0.378 -0.296 0.208
H 25.443897 -6.942659 -11.168836 0.105 0.159 0.009
H 27.827583 -7.332203 -7.902595 0.127 0.040 -0.298
H 26.363088 -8.692908 -6.679503 0.211 -0.636 -0.819
H 24.988158 -8.285527 -7.824769 0.504 -0.630 -0.539
H 25.557703 -7.257481 -6.640623 0.156 0.372 -0.230
C 17.898009 -4.367633 -7.693055 -0.867 -0.926 0.486
C 18.509773 -5.122383 -8.850819 0.391 -0.025 0.207
O 19.700754 -5.016232 -9.097924 0.124 0.004 -0.398
N 17.662288 -5.934713 -9.528892 -0.697 0.082 0.752
C 17.928194 -6.707306 -10.722179 0.051 0.308 0.520
H 17.472554 -5.090822 -6.983533 0.386 -0.192 0.065
H 16.982073 -3.830287 -7.943812 0.448 0.570 -0.358
H 18.651364 -3.802177 -7.158314 -0.096 0.317 -0.232
H 16.818867 -6.117778 -9.008750 -0.208 0.003 -0.339
H 18.731618 -6.218106 -11.270195 -0.250 -0.268 0.220
H 17.031666 -6.756896 -11.339385 0.055 0.334 -0.008
H 18.174402 -7.745993 -10.494561 0.328 0.020 0.094
C 21.229004 -8.120603 -13.133234 -0.861 -1.305 -1.211
C 19.729699 -7.947766 -13.046855 1.356 1.400 -0.276
O 19.332442 -6.781446 -13.046993 -0.712 -0.583 -0.247
N 18.925169 -9.027530 -13.028353 -0.173 0.325 -0.778
C 17.490555 -8.908074 -13.129558 -1.098 -0.126 1.481
H 21.766463 -7.655514 -12.313623 -0.214 0.567 -1.860
H 21.500061 -7.704416 -14.100814 0.291 0.077 0.074
H 21.451716 -9.192360 -13.153590 0.436 0.065 0.088
H 19.299355 -9.928573 -13.268596 0.300 0.079 0.061
H 17.120895 -8.828531 -12.097255 -0.280 -0.441 -0.212
H 17.051437 -9.790829 -13.587110 0.148 -0.013 -0.042
H 17.037425 -8.022248 -13.572519 0.876 0.131 -0.600
C 25.063941 -1.307599 -10.184942 -0.195 -0.918 0.346
C 23.608487 -0.954846 -9.967938 0.296 1.065 -0.549
O 23.151028 0.133184 -10.310870 0.277 -0.195 0.290
N 22.825353 -1.930636 -9.474396 -0.478 -0.463 0.129
C 21.439882 -1.720282 -9.061340 0.285 -0.410 0.228
H 25.391077 -0.957244 -11.160178 -0.071 -0.187 -0.069
H 25.117948 -2.392987 -10.064873 0.419 -0.007 -0.501
H 25.783790 -0.940576 -9.453735 -0.426 0.450 0.197
H 23.247395 -2.819752 -9.230979 0.183 0.314 0.061
H 21.283709 -2.355169 -8.186641 -0.095 0.151 0.129
H 20.701330 -2.051993 -9.792993 0.106 0.206 -0.277
H 21.275900 -0.677505 -8.803796 -0.017 0.027 -0.098
C 26.040304 -5.669223 -18.877488 0.566 -0.440 -0.149
C 26.198305 -6.358497 -17.536387 -0.264 -0.590 -0.274
O 26.941814 -7.323898 -17.379753 -0.025 0.392 0.121
N 25.375402 -5.909802 -16.558344 -0.578 0.481 0.517
C 24.504800 -4.754169 -16.644610 -0.098 0.714 -0.670
H 24.986024 -5.617205 -19.140948 0.039 0.579 -0.009
H 26.550738 -6.245640 -19.648338 -0.023 -0.306 0.237
H 26.570382 -4.715360 -18.888889 -0.538 0.307 0.143
H 25.316715 -6.363521 -15.661524 0.245 -0.545 -0.170
H 23.569508 -4.849325 -17.202982 0.144 -0.720 -0.163
H 25.033287 -3.969887 -17.187940 -0.082 0.240 0.306
H 24.183324 -4.390475 -15.667431 0.580 -0.086 0.177
C 23.035744 -11.123608 -8.764525 0.411 0.069 -1.211
C 22.889445 -9.896722 -9.670407 -1.652 -0.290 1.254
O 23.587835 -9.645658 -10.630954 -0.858 -0.707 2.991
N 21.808366 -9.131467 -9.352364 0.097 0.302 -0.306
C 21.268843 -8.111698 -10.230383 0.513 -0.029 -0.114
H 23.659552 -10.878705 -7.907992 -0.159 -0.214 0.177
H 23.516871 -11.887127 -9.376826 0.381 0.107 0.188
H 22.066093 -11.559927 -8.534452 -0.036 0.367 0.508
H 21.337086 -9.255029 -8.474325 0.018 -0.379 0.017
H 20.287407 -8.395428 -10.611983 -0.294 0.188 0.636
H 21.811087 -8.054279 -11.175276 0.566 -0.589 2.179
H 21.311182 -7.123933 -9.777572 -0.513 0.013 0.060
C 23.189646 2.943680 -16.360633 0.500 -0.962 0.252
S 22.102161 2.775304 -14.909221 -0.330 0.052 0.503
O 20.808945 2.089567 -15.275417 0.990 0.090 -0.134
C 23.121960 1.585471 -13.961146 -0.103 -0.219 -0.762
H 23.902657 3.740542 -16.153017 -0.305 0.321 -0.073
H 22.602669 3.099523 -17.261676 -0.122 0.280 0.157
H 23.803610 2.047219 -16.483027 -0.243 -0.196 -0.098
H 24.158948 1.913778 -13.885607 -0.195 0.483 0.142
H 23.169818 0.635571 -14.499482 -0.350 0.085 -0.118
H 22.663931 1.436224 -12.987229 0.046 0.203 0.041
C 18.112864 -5.894888 -16.016661 -0.050 0.278 -0.300
S 19.779688 -6.239934 -16.676494 0.388 -0.849 -0.996
O 19.693985 -7.319301 -17.738824 -0.286 0.976 1.096
C 20.002699 -4.652296 -17.570709 -1.146 -0.454 0.642
H 17.386720 -5.883211 -16.830115 0.110 0.131 -0.110
H 18.147393 -4.930509 -15.506943 0.014 0.087 -0.106
H 17.786897 -6.622071 -15.277471 0.441 -0.280 -0.082
H 19.940405 -3.886823 -16.796135 0.193 0.143 -0.141
H 19.129162 -4.558245 -18.216132 0.116 0.066 -0.192
H 20.924152 -4.618975 -18.145506 0.113 -0.297 0.171
C 23.735584 -1.276585 -19.567995 0.454 0.010 -0.093
S 22.467336 -2.510346 -19.179458 0.348 -0.078 -0.338
O 23.156738 -3.866172 -19.277021 -0.678 1.409 0.554
C 22.273270 -1.937027 -17.454374 1.030 -0.918 0.547
H 23.391533 -0.245697 -19.486348 -0.322 -0.145 0.278
H 24.108219 -1.391275 -20.585257 -0.232 -0.397 -0.031
H 24.560827 -1.432268 -18.873196 -0.028 0.072 0.056
H 23.208474 -2.051825 -16.901412 0.301 0.113 -0.359
H 21.618190 -2.592807 -16.885750 -0.513 0.282 -0.374
H 22.025197 -0.881129 -17.395287 -0.385 -0.037 -0.241
C 16.268505 -4.007536 -12.078618 0.526 -0.207 0.391
S 17.270322 -2.657070 -12.778711 -0.043 0.682 0.397
O 17.124890 -1.413275 -11.940852 0.089 -1.149 -0.396
C 18.865883 -3.427722 -12.406940 -0.022 -0.647 0.603
H 16.507322 -4.197721 -11.030476 0.086 0.388 0.066
H 16.589979 -4.908362 -12.603277 -0.286 0.035 -0.313
H 15.200078 -3.831466 -12.165624 0.067 0.186 -0.305
H 19.016841 -3.561947 -11.330814 -0.218 0.380 0.102
H 19.703872 -2.852450 -12.790605 -0.263 0.149 -0.211
H 18.872229 -4.451479 -12.791778 -0.041 0.166 -0.418
C 24.887399 -9.429877 -12.552754 0.039 0.305 -2.074
S 24.488846 -9.090240 -14.293633 1.369 0.822 0.589
O 23.940586 -7.677284 -14.319098 0.047 -0.225 0.078
C 26.213456 -8.913600 -14.877717 -0.488 -0.624 -0.764
H 25.297675 -10.435417 -12.465877 -0.041 -0.045 -0.042
H 23.946791 -9.362762 -12.006029 0.911 0.233 -1.788
H 25.587329 -8.695979 -12.155698 0.078 0.019 -0.221
H 26.877378 -9.559914 -14.307442 -0.001 0.118 0.082
H 26.515879 -7.871055 -14.899336 -0.041 0.040 0.548
H 26.239300 -9.198579 -15.928830 0.041 -0.102 0.025
C 25.432020 -4.396814 -12.542172 0.462 -0.293 0.570
S 27.068381 -4.104670 -13.289471 -0.186 0.133 -0.159
O 27.668658 -2.910716 -12.609193 -0.112 -0.265 0.023
C 27.928879 -5.595567 -12.681361 -0.100 -0.490 -0.435
H 25.001779 -5.278937 -13.023366 -0.053 -0.015 -0.034
H 24.753879 -3.548372 -12.616509 0.355 0.163 -0.471
H 25.582526 -4.591108 -11.477148 0.068 0.042 -0.201
H 28.632201 -5.340607 -11.891086 -0.240 0.270 -0.111
H 28.461053 -6.079058 -13.501028 0.105 0.430 -0.262
H 27.258089 -6.368218 -12.299203 -0.087 0.487 -0.046
C 25.430673 -0.852196 -14.093103 0.147 -0.207 0.371
S 25.799044 -1.254119 -15.837027 0.463 3.011 0.493
O 25.102694 -0.115312 -16.570999 -0.560 -1.142 -0.263
C 27.480780 -0.513799 -15.810877 0.306 -0.649 0.455
H 25.394345 0.233893 -14.004098 0.235 -0.086 -0.324
H 26.197359 -1.234867 -13.416421 0.074 -0.203 -0.186
H 24.455289 -1.229372 -13.778796 0.012 -0.205 -0.387
H 28.012304 -0.760260 -16.728375 -0.031 -0.341 0.088
H 28.003570 -0.847961 -14.912834 0.227 -0.265 -0.235
H 27.430761 0.573561 -15.777520 -0.680 -0.040 0.081
```
Forces are in eV/Å.

Mulliken atomic charge list, values in e, 2 entries: C -0.836; C 0.615